C26H50N2O3P2W as an isolated structure in a non-equilibrium geometry. Source: the Open Molecules 2025 dataset; level of theory: ωB97M-V/def2-TZVPD.

XYZ file:
```
84
Properties=species:S:1:pos:R:3
W -0.1013 -0.2486 -0.2668
P -0.2121 -2.5982 0.2263
P -0.1718 2.0544 -1.3566
O 0.4816 1.7662 6.5586
O 2.7322 -0.3620 -1.7020
O -3.2333 0.2337 -0.3075
N 0.3278 0.2884 1.7085
N 2.6894 1.5388 6.1614
C 1.7142 -3.0128 2.2171
C -1.4908 3.1987 -0.7081
C 1.5182 4.2114 -2.2247
C 1.3750 1.4660 5.7710
C 1.9915 3.2481 0.0287
C -2.0530 0.0420 -0.3354
C -1.9701 1.3934 -3.4410
C 1.4575 2.9405 -1.3666
C -0.5759 1.9664 -3.1575
C -1.2493 3.6116 0.7419
C 1.6415 0.4213 2.0799
C -1.7822 4.4369 -1.5665
C 1.6292 -0.3531 -1.2437
C 1.2719 -3.5251 0.8601
C 0.5042 1.2608 -3.9832
C 0.9671 -3.5459 -2.2030
C 1.0652 1.0512 4.3564
C -1.6865 -3.3812 1.0402
C 1.0381 -5.0413 0.8927
C 2.0275 0.8033 3.3637
C -1.0590 -1.9934 -2.2249
C -0.3503 -3.1523 -1.5241
C -0.6324 0.5684 2.6525
C -1.8645 -2.8866 2.4772
C -3.0042 -3.2680 0.2532
C -0.2761 0.9396 3.9490
H -0.4525 4.3621 0.8245
H -3.3206 -2.2226 0.1278
H -0.5171 -0.9814 -2.1301
H 0.6082 0.2015 -3.7188
H 2.5652 -3.6154 2.5596
H -1.6835 0.4728 2.3461
H 1.1229 4.0827 -3.2369
H -2.3844 2.5516 -0.7285
H -2.1277 -1.8982 -1.9789
H 3.0913 0.9031 3.5635
H 2.0101 2.3722 0.6898
H -2.0053 4.1974 -2.6103
H -1.4148 -4.4510 1.0700
H 0.2147 1.2932 -5.0431
H -2.1719 4.0691 1.1306
H -2.6949 -3.4373 2.9404
H 0.6640 -5.4591 -0.0479
H -2.1202 -1.8188 2.5075
H -2.6707 4.9256 -1.1466
H -2.0358 0.3170 -3.2242
H 2.8619 1.7456 7.1317
H 1.0087 5.0459 -1.7320
H -1.0247 -2.2053 -3.2972
H -1.0093 2.7638 1.3987
H -0.5793 3.0298 -3.4509
H 3.0309 3.6004 -0.0693
H 1.4073 4.0340 0.5230
H -0.2606 -1.6994 -4.5926
H 1.3856 -4.4584 -1.7664
H 2.5757 4.4892 -2.3212
H -0.9605 5.1593 -1.5259
H 3.4644 1.1964 5.6099
H -1.0886 1.1545 4.6469
H 0.3535 -5.3058 1.7056
H -2.1749 1.5104 -4.5161
H 2.3844 0.1934 1.3119
H 1.4963 1.7166 -3.8714
H 2.0425 -1.9690 2.1860
H -2.7618 1.9045 -2.8784
H 0.9185 -3.0994 2.9640
H 1.7136 -2.7470 -2.1375
H 0.7645 -3.7346 -3.2645
H -1.0048 -4.0413 -1.4935
H 2.1219 2.1842 -1.8183
H 2.0518 -3.2850 0.1198
H -0.3914 -0.9895 -4.7919
H 1.9946 -5.5266 1.1146
H -3.7850 -3.7928 0.8238
H -0.9799 -3.0584 3.0991
H -2.9516 -3.7536 -0.7294
```

Values from the calculation:
E_LUMO (spin up / spin down): -16.6 / -17.0 eV
Highest occupied orbital energy (spin up / spin down): -20.0 / -20.0 eV
Electronic energy: -2104.00186 hartree
HOMO-LUMO gap (spin up / spin down): 0.124 / 0.110 hartree
ΔE to the lowest compared entry with this formula, charge and spin: 0.3 kcal/mol
2S+1: 3
Charge: +4

A 9-piece molecular cluster, C26H50N4O5S5 overall in a non-equilibrium geometry. Source: the Open Molecules 2025 dataset; level of theory: ωB97M-V/def2-TZVPD.

XYZ file:
```
90
Properties=species:S:1:pos:R:3
S 22.7878 -4.4572 -16.8041
S 21.8699 -12.6995 -18.0459
S 25.0359 -9.0841 -18.7900
S 20.5374 -9.0891 -18.6705
S 19.0351 -11.2023 -13.9590
O 19.5147 -9.6843 -17.7795
O 22.9170 -13.0522 -19.0338
O 21.3449 -4.7337 -17.0566
O 19.4074 -11.5892 -12.5969
O 24.4200 -7.7537 -18.8353
N 16.3192 -8.3887 -17.8049
N 23.2921 -7.5161 -13.5463
N 14.7933 -9.9098 -21.9922
N 19.5479 -5.6239 -14.9746
C 16.9653 -10.1792 -21.7996
C 15.3573 -8.8520 -22.5348
C 20.3595 -11.6842 -15.0326
C 14.8018 -6.8096 -17.8501
C 19.6010 -8.6393 -20.1558
C 16.7200 -8.9716 -22.4315
C 24.6830 -7.5060 -15.2545
C 24.3785 -9.9826 -20.1681
C 19.9313 -5.6048 -13.6963
C 23.7359 -4.8998 -18.2580
C 15.2593 -7.0009 -16.5153
C 20.3366 -12.7200 -18.9552
C 23.4357 -7.8704 -14.8201
C 18.8200 -5.6863 -12.9171
C 15.7605 -10.7521 -21.5575
C 21.6655 -14.2481 -17.1722
C 20.8253 -7.4747 -18.0476
C 15.4397 -7.6889 -18.6115
C 22.9487 -2.6729 -16.9832
C 25.2973 -6.8577 -14.1227
C 24.1166 -10.0080 -17.6285
C 16.2225 -7.9735 -16.5479
C 24.3981 -6.8430 -13.1217
C 18.1920 -5.7685 -15.0675
C 19.3757 -9.4654 -14.0924
C 17.6823 -5.7415 -13.7845
H 20.9730 -5.6190 -13.4521
H 23.3799 -4.3180 -19.1053
H 25.1605 -7.7794 -16.1741
H 21.5039 -7.5030 -17.1986
H 21.3622 -6.8754 -18.7892
H 19.6424 -9.5363 -20.7616
H 18.7828 -8.8975 -13.3887
H 24.9259 -9.6979 -21.0570
H 24.4904 -6.4001 -12.1544
H 23.6437 -2.4361 -17.7829
H 21.3305 -11.3879 -14.6339
H 21.9486 -2.3291 -17.2518
H 26.3293 -6.5302 -14.0724
H 19.8746 -6.9978 -17.8249
H 13.8180 -10.0859 -21.9429
H 14.7451 -8.0339 -22.8602
H 20.4363 -9.3212 -13.8090
H 20.1811 -5.5719 -15.8118
H 21.8578 -15.0495 -17.8790
H 15.5559 -11.7124 -21.1309
H 23.2385 -2.1825 -16.0608
H 18.6210 -8.4081 -19.7572
H 22.3274 -14.2601 -16.3175
H 17.7246 -5.6749 -16.0283
H 23.6229 -5.9671 -18.4588
H 19.2817 -9.0892 -15.1153
H 20.2542 -12.7380 -15.2271
H 20.6243 -14.3580 -16.8466
H 15.4373 -7.9320 -19.6643
H 22.5430 -7.7962 -12.9578
H 20.2237 -11.1201 -15.9736
H 20.0882 -7.8395 -20.7018
H 19.4959 -12.5042 -18.3015
H 14.8573 -6.4702 -15.6753
H 18.7856 -5.7540 -11.8402
H 17.0419 -9.0051 -18.1418
H 14.0711 -6.1020 -18.1973
H 20.4622 -11.9976 -19.7591
H 17.3994 -8.2412 -22.8275
H 17.8604 -10.6914 -21.4824
H 24.7789 -4.7308 -17.9918
H 22.7480 -8.5666 -15.2853
H 16.8027 -8.3847 -15.7424
H 23.3116 -9.8061 -20.2325
H 20.2100 -13.6943 -19.4379
H 16.6550 -5.7713 -13.4630
H 24.3337 -9.7153 -16.6017
H 24.5526 -11.0488 -19.9747
H 23.0453 -9.8925 -17.8036
H 24.3487 -11.0743 -17.7308
```

Values from the calculation:
E_LUMO: 0.3 eV
Highest occupied orbital energy: -7.8 eV
Electronic energy: -3606.65258 hartree
HOMO-LUMO gap: 0.296 hartree
ΔE to the lowest compared entry with this formula, charge and spin: 0.0 kcal/mol
2S+1: 1